Record 1
{
  "formula": "C50H74F18O30",
  "method": "wB97M-V/def2-TZVPD",
  "smiles": "CCOC(=O)C(F)(F)F.CCOC(=O)C(F)(F)F.CCOC(=O)C(F)(F)F.CCOC(=O)C(F)(F)F.CCOC(=O)C(F)(F)F.CCOC(=O)C(F)(F)F.C[C@H]1COC(=O)O1.C[C@H]1COC(=O)O1.C[C@H]1COC(=O)O1.C[C@H]1COC(=O)O1.C[C@H]1COC(=O)O1.COCCOCCOC",
  "gap_ha": 0.3434,
  "molar_mass_da": 1497.1,
  "total_charge": 0,
  "species": ["C", "C", "O", "C", "O", "C", "F", "F", "F", "H", "H", "H", "H", "H", "C", "C", "O", "C", "O", "C", "F", "F", "F", "H", "H", "H", "H", "H", "C", "C", "O", "C", "O", "C", "F", "F", "F", "H", "H", "H", "H", "H", "C", "C", "O", "C", "O", "C", "F", "F", "F", "H", "H", "H", "H", "H", "C", "C", "O", "C", "O", "C", "F", "F", "F", "H", "H", "H", "H", "H", "C", "C", "O", "C", "O", "C", "F", "F", "F", "H", "H", "H", "H", "H", "C", "C", "C", "O", "C", "O", "O", "H", "H", "H", "H", "H", "H", "C", "C", "C", "O", "C", "O", "O", "H", "H", "H", "H", "H", "H", "C", "C", "C", "O", "C", "O", "O", "H", "H", "H", "H", "H", "H", "C", "C", "C", "O", "C", "O", "O", "H", "H", "H", "H", "H", "H", "C", "C", "C", "O", "C", "O", "O", "H", "H", "H", "H", "H", "H", "C", "O", "C", "C", "O", "C", "C", "O", "C", "H", "H", "H", "H", "H", "H", "H", "H", "H", "H", "H", "H", "H", "H"],
  "coordinates": [[-3.20174, 23.37581, -16.17557], [-3.02030, 24.59477, -15.31069], [-2.69618, 24.07536, -14.03631], [-3.60067, 23.66244, -13.15155], [-4.85226, 23.72872, -13.22841], [-2.88156, 23.05820, -11.89794], [-1.64016, 23.55859, -11.70963], [-3.53727, 23.39988, -10.79998], [-2.76437, 21.72595, -11.99718], [-4.13054, 22.90107, -15.85924], [-2.34669, 22.71084, -16.05393], [-3.28394, 23.61336, -17.23619], [-3.89715, 25.24212, -15.32382], [-2.15183, 25.16512, -15.64018], [-0.58019, 17.28081, -12.60425], [-1.28222, 16.94229, -11.32545], [-2.29441, 17.94284, -11.11935], [-2.93097, 18.04814, -9.93431], [-2.76109, 17.33044, -8.98296], [-3.86525, 19.27539, -9.83291], [-3.26265, 20.30665, -9.28497], [-4.34062, 19.55830, -11.03685], [-4.90303, 18.98568, -9.03141], [0.10880, 16.45815, -12.79565], [-0.05131, 18.23334, -12.63687], [-1.32850, 17.06867, -13.36788], [-0.70107, 17.00611, -10.40551], [-1.78442, 15.97746, -11.39626], [-3.59639, 14.82299, -6.51198], [-2.26361, 14.74128, -7.15472], [-1.73198, 13.46566, -6.85478], [-1.02513, 13.19371, -5.63525], [-0.71685, 14.11892, -4.83002], [-0.59590, 11.72630, -5.44244], [-0.73297, 11.28760, -4.17328], [-1.40808, 10.99347, -6.21872], [0.68788, 11.58828, -5.77955], [-3.51587, 14.59639, -5.44883], [-4.19867, 14.01422, -6.92581], [-4.02200, 15.80988, -6.69365], [-1.52646, 15.51562, -6.94232], [-2.34904, 14.81033, -8.23917], [3.18364, 19.95807, -13.73305], [1.79778, 20.55701, -13.70571], [1.92389, 21.94767, -13.88326], [0.81810, 22.67273, -14.33936], [-0.26263, 22.10419, -14.50521], [1.07060, 24.15318, -14.50376], [2.35065, 24.41374, -14.27529], [0.81579, 24.51003, -15.74281], [0.38566, 24.82890, -13.62659], [3.62430, 20.09744, -14.72021], [3.11122, 18.87503, -13.63358], [3.84988, 20.15426, -12.89297], [1.34898, 20.41785, -12.72220], [1.21405, 20.08394, -14.49537], [-7.95961, 19.63527, -7.77302], [-8.48010, 18.34106, -7.26045], [-9.16925, 18.45909, -5.97457], [-9.81385, 17.42433, -5.41807], [-9.83469, 16.29378, -5.86147], [-10.41645, 17.76162, -4.05184], [-11.76070, 17.47998, -4.04230], [-9.81597, 17.13862, -3.05952], [-10.35600, 19.05824, -3.79183], [-7.77845, 19.51248, -8.84082], [-6.97336, 19.84885, -7.36096], [-8.67754, 20.45536, -7.76204], [-7.62595, 17.69107, -7.07058], [-9.07154, 17.78912, -7.99097], [-3.05378, 13.04734, -11.00216], [-1.59958, 12.75901, -10.61390], [-0.74463, 13.13155, -11.63983], [-0.20220, 12.18079, -12.44630], [-0.58821, 10.99290, -12.41632], [0.93769, 12.66953, -13.33676], [1.35688, 13.86144, -12.92874], [1.82904, 11.73381, -13.19212], [0.59016, 12.69804, -14.61027], [-3.23789, 14.08996, -11.26130], [-3.76330, 12.72401, -10.24049], [-3.39153, 12.40602, -11.81624], [-1.49643, 11.72160, -10.29571], [-1.35607, 13.24471, -9.66897], [-2.47035, 19.57774, -16.06232], [-3.01637, 18.18376, -16.08206], [-3.77999, 17.84414, -17.34712], [-3.00342, 16.89433, -18.01677], [-2.05593, 16.47341, -17.23317], [-1.29649, 15.54462, -17.45266], [-1.86040, 17.27468, -16.20827], [-1.49759, 19.45475, -15.58616], [-3.08755, 20.24145, -15.45682], [-2.16043, 20.08506, -16.97593], [-3.46027, 17.97909, -15.10781], [-3.81890, 18.73877, -17.96860], [-4.76711, 17.39214, -17.25025], [3.29913, 19.51311, -6.42840], [2.09855, 18.83306, -7.07728], [0.72517, 19.41876, -6.86313], [0.22870, 19.51660, -8.18251], [1.17696, 19.19742, -9.08449], [1.05184, 19.20646, -10.33328], [2.30146, 18.85237, -8.45928], [4.18169, 18.97074, -6.76755], [3.41919, 19.47151, -5.34583], [3.37360, 20.52993, -6.81393], [2.08113, 17.78795, -6.76817], [0.79143, 20.32388, -6.25942], [0.15591, 18.68559, -6.29172], [-2.16981, 22.06498, -6.75433], [-2.46692, 22.86220, -5.48519], [-1.50487, 22.74181, -4.30607], [-1.25290, 24.08249, -3.88903], [-1.82544, 24.93172, -4.70462], [-1.85496, 26.13529, -4.52791], [-2.31378, 24.23112, -5.70810], [-2.74741, 22.36200, -7.62968], [-2.42214, 21.02093, -6.56889], [-1.12438, 22.17196, -7.04370], [-3.53419, 22.86241, -5.26375], [-0.61077, 22.22823, -4.65950], [-1.89495, 22.16021, -3.47080], [-6.75303, 22.49280, -10.40428], [-6.51996, 23.40374, -9.21180], [-7.74024, 23.92487, -8.60587], [-7.59209, 23.71083, -7.27395], [-6.52785, 22.89707, -7.04898], [-6.30908, 22.32346, -5.99197], [-5.96034, 22.66217, -8.21453], [-7.08289, 23.08413, -11.25847], [-7.52943, 21.75497, -10.20205], [-5.85960, 21.94595, -10.70569], [-5.89040, 24.25925, -9.45645], [-8.62325, 23.41769, -8.99468], [-7.80713, 24.98674, -8.84263], [-7.32626, 18.11236, -14.09398], [-7.26347, 19.61780, -14.15089], [-6.01562, 20.21787, -13.66823], [-5.45690, 20.79985, -14.81267], [-6.23001, 20.63433, -15.89259], [-6.01739, 21.17062, -17.03952], [-7.36504, 19.99016, -15.53095], [-8.29492, 17.77904, -14.46638], [-7.12113, 17.73750, -13.09123], [-6.51915, 17.72399, -14.71515], [-8.14701, 20.05132, -13.68237], [-5.33380, 19.54048, -13.15406], [-6.22297, 20.95931, -12.89662], [0.87274, 15.68299, -8.20915], [2.25536, 15.35694, -8.02601], [2.93924, 14.86717, -9.17584], [3.07109, 13.35008, -9.05664], [1.77876, 12.79774, -9.40598], [1.65595, 11.45696, -9.07084], [2.18985, 10.53014, -10.18015], [2.23778, 9.26610, -9.55914], [3.05334, 8.25120, -10.08366], [0.73155, 16.47136, -8.94851], [0.53121, 16.17330, -7.29753], [0.21932, 14.86891, -8.52285], [3.90385, 15.37228, -9.22577], [2.49488, 15.06743, -10.15079], [3.38926, 12.99962, -8.07478], [3.85165, 13.10761, -9.77778], [0.60604, 11.18115, -8.97225], [2.06944, 11.19182, -8.09779], [3.17257, 10.75798, -10.59301], [1.47530, 10.54377, -11.00316], [3.32627, 8.48932, -11.11172], [2.53174, 7.31081, -9.90559], [3.94950, 8.21854, -9.46403]]
}

---

Record 2
{
  "formula": "C4H8O2",
  "method": "wB97M-V/def2-TZVPD",
  "gap_ha": 0.3410,
  "molar_mass_da": 88.1,
  "total_charge": 0,
  "species": ["C", "C", "O", "C", "C", "O", "H", "H", "H", "H", "H", "H", "H", "H"],
  "coordinates": [[1.80405, -0.10255, 0.07080], [0.44868, 0.23288, -0.51474], [0.19012, 1.39257, -0.84445], [-0.54310, -0.86202, -0.65502], [-1.64185, 0.13338, 1.07668], [-2.03396, 1.19817, 0.43665], [1.75503, -0.92929, 0.78551], [2.47699, -0.40284, -0.74142], [2.22454, 0.78706, 0.54417], [-1.18465, -0.72535, -1.52660], [-0.11351, -1.86060, -0.59201], [-0.64969, 0.26033, 1.56864], [-1.45079, -0.90243, 0.23750], [-1.28186, 1.78069, 0.15431]]
}

---

Record 3
{
  "formula": "C32H43F2NO7",
  "method": "wB97M-V/def2-TZVPD",
  "smiles": "CCCCOc1cc(C[C@H](C)F)c2c(c1CN)C(=O)c1cc(CCF)ccc1C2=O.CCOC(C)=O.CCOC(C)=O",
  "gap_ha": 0.3039,
  "molar_mass_da": 591.7,
  "total_charge": 0,
  "species": ["C", "C", "C", "C", "O", "C", "C", "C", "C", "C", "C", "F", "C", "C", "C", "C", "N", "C", "O", "C", "C", "C", "C", "C", "F", "C", "C", "C", "C", "O", "H", "H", "H", "H", "H", "H", "H", "H", "H", "H", "H", "H", "H", "H", "H", "H", "H", "H", "H", "H", "H", "H", "H", "H", "H", "H", "H", "C", "C", "O", "C", "C", "O", "H", "H", "H", "H", "H", "H", "H", "H", "C", "C", "O", "C", "C", "O", "H", "H", "H", "H", "H", "H", "H", "H"],
  "coordinates": [[-0.43505, -1.17236, 3.09975], [-0.47304, -1.68931, 1.60567], [0.26031, -3.09631, 1.41478], [-0.53795, -4.10714, 0.50726], [-0.02359, -4.21138, -0.85489], [0.18534, -2.92814, -1.39100], [1.57633, -2.49411, -1.57556], [1.91731, -1.15456, -2.08780], [3.40398, -0.73958, -2.26597], [3.91854, 0.32860, -1.22862], [4.70760, -0.31883, -0.02996], [2.90205, 1.15118, -0.68779], [0.77651, -0.28412, -2.39753], [-0.62357, -0.74078, -2.24855], [-0.97523, -2.07507, -1.74401], [-2.46179, -2.55618, -1.56058], [-2.73434, -3.88215, -2.13008], [-1.70751, 0.32594, -2.63258], [-2.70104, 0.08860, -3.27655], [-1.36508, 1.77764, -2.14332], [-2.39598, 2.60839, -1.55632], [-1.99403, 3.94932, -1.07490], [-3.12855, 4.80361, -0.40114], [-3.71608, 3.96187, 0.81661], [-3.54931, 4.65362, 2.05291], [-0.62238, 4.40438, -1.23695], [0.42615, 3.54977, -1.83774], [0.03733, 2.23021, -2.28568], [1.02519, 1.18004, -2.90013], [1.89291, 1.46944, -3.68708], [0.45115, -0.52915, 3.33239], [-0.43178, -2.03332, 3.82392], [-1.38740, -0.60082, 3.28461], [0.04063, -0.89757, 0.98366], [-1.54344, -1.72230, 1.28475], [1.33532, -2.96784, 1.13340], [0.26874, -3.54938, 2.45184], [-0.42081, -5.12275, 0.98380], [-1.63655, -3.88312, 0.53498], [2.35706, -3.23810, -1.27195], [3.50334, -0.36015, -3.32227], [4.04554, -1.65283, -2.18280], [4.64958, 0.98600, -1.78230], [5.39736, -1.13885, -0.34945], [5.24914, 0.48954, 0.53732], [3.91999, -0.69805, 0.68852], [-2.71895, -2.52131, -0.46255], [-3.19614, -1.85098, -2.04264], [-2.37340, -3.98862, -3.07453], [-2.46292, -4.64385, -1.51454], [-3.42706, 2.19976, -1.49033], [-3.94524, 5.07678, -1.11223], [-2.66625, 5.74608, -0.00467], [-3.16975, 2.98860, 0.95011], [-4.79573, 3.68374, 0.65452], [-0.35229, 5.42649, -0.86573], [1.47080, 3.91392, -1.93526], [-7.50873, -2.07535, -1.46364], [-6.88892, -3.40067, -1.07059], [-5.73612, -3.20826, -0.24335], [-5.77377, -3.04303, 1.08841], [-7.09496, -2.75899, 1.75567], [-4.74863, -3.05020, 1.72257], [-7.86064, -1.52095, -0.59180], [-8.35317, -2.23102, -2.13731], [-6.77090, -1.44485, -1.96365], [-7.60434, -4.07416, -0.59379], [-6.53521, -3.91112, -1.96737], [-7.22214, -1.68006, 1.84955], [-7.08150, -3.20702, 2.74869], [-7.95166, -3.18394, 1.23713], [6.66456, 3.46488, 3.92246], [7.72463, 2.48216, 3.46882], [7.38924, 1.90635, 2.20051], [7.67023, 2.47435, 1.01312], [8.10780, 3.91613, 0.97548], [7.49988, 1.85314, -0.00314], [6.57263, 4.30493, 3.23219], [6.90271, 3.85670, 4.91290], [5.68799, 2.97870, 3.96159], [8.72353, 2.92261, 3.44603], [7.77030, 1.65198, 4.17508], [7.23509, 4.54916, 0.81192], [8.80358, 4.04205, 0.14674], [8.63259, 4.24198, 1.87097]]
}